Formula: C24H47BBrClCs2F5KN5O3
Source: the Open Molecules 2025 dataset
Level of theory: ωB97M-V with the def2-TZVPD basis set

Atoms and positions in Å:
C -3.192 2.801 -2.039
C -1.950 3.283 -2.998
O -1.784 4.646 -2.731
C -0.771 5.222 -3.525
C 0.529 5.185 -2.839
N 1.517 5.098 -2.249
C -1.227 6.673 -3.561
Cl 0.030 7.785 -4.099
C -2.432 6.765 -4.336
N -3.515 6.832 -4.676
H -3.861 2.120 -2.578
H -2.777 2.325 -1.075
H -3.726 3.716 -1.723
H -2.245 3.039 -4.005
H -0.983 2.785 -2.729
H -0.600 4.712 -4.656
H -1.479 6.936 -2.543
Cs -1.360 2.061 -0.735
C 2.071 -1.306 -1.054
C 2.152 -2.829 -1.011
C 3.103 -3.349 0.061
C 4.565 -2.964 -0.124
C 5.080 -3.452 -1.474
C 4.976 -4.970 -1.591
H 3.039 -0.859 -1.280
H 1.370 -0.976 -1.823
H 1.724 -0.904 -0.089
H 2.450 -3.218 -1.982
H 1.148 -3.225 -0.821
H 3.024 -4.435 0.097
H 2.771 -2.995 1.025
H 5.156 -3.409 0.682
H 4.707 -1.877 -0.023
H 6.120 -3.141 -1.593
H 4.529 -2.978 -2.295
H 5.548 -5.461 -0.803
H 5.372 -5.363 -2.542
H 3.932 -5.296 -1.517
N 4.154 4.271 -0.915
C 5.307 3.563 -0.663
C 5.916 4.107 0.438
C 5.103 5.183 0.868
C 4.027 5.253 0.017
H 3.495 4.100 -1.661
H 5.586 2.742 -1.290
H 6.839 3.771 0.881
H 5.283 5.833 1.706
H 3.183 5.919 -0.007
F 6.213 -6.909 -3.077
C -4.815 -1.913 4.495
N -4.924 -0.880 5.572
C -4.231 -1.410 6.784
C -6.365 -0.662 5.893
C -4.248 0.419 5.195
C -4.816 1.162 4.012
O -4.711 0.397 2.810
H -5.086 -2.872 4.929
H -5.503 -1.679 3.696
H -3.792 -1.939 4.138
H -4.711 -2.336 7.082
H -4.309 -0.676 7.581
H -3.188 -1.587 6.537
H -6.884 -0.331 5.001
H -6.439 0.086 6.677
H -6.787 -1.604 6.231
H -3.203 0.171 5.017
H -4.319 1.054 6.076
H -4.251 2.088 3.889
H -5.858 1.431 4.197
H -5.375 0.718 2.193
Br -0.753 3.615 -6.148
Cs 5.982 2.585 -3.037
C 2.039 -6.854 -0.494
O 1.257 -6.097 0.097
N 1.767 -7.528 -1.596
C 2.765 -8.383 -2.239
C 0.444 -7.413 -2.189
H 3.066 -7.015 -0.139
H 2.956 -8.032 -3.251
H 2.399 -9.409 -2.277
H 3.699 -8.356 -1.684
H 0.240 -6.374 -2.447
H -0.314 -7.742 -1.478
H 0.393 -8.025 -3.083
B -4.400 8.299 -1.122
F -5.405 8.578 -2.039
F -4.492 6.939 -0.711
F -3.130 8.492 -1.719
F -4.525 9.128 -0.003
K 1.709 -2.853 2.510

* charge: +1
* orbital gap: 2.53 eV
* LUMO level: -5.0895 eV
* E_HOMO: -7.61 eV
* energy: -153476.9284 eV
* strongest force on any atom: 0.365 Eh/bohr